1.
Here is a 2-piece molecular cluster, C4H10N2O2 overall from the Open Molecules 2025 dataset. Energies are from ωB97M-V/def2-TZVPD.

Computed properties:
HOMO-LUMO gap, eV: 10.69
2S+1: 1
Relative energy (zero: lowest compared OMol25 entry of this formula, charge and spin), kcal per mole: 49.12
HOMO energy, eV: -9.81
E, a.u.: -418.3827
Structure (SMILES): CC(N)=O.CC(N)=O

Each line ends with the Löwdin charge.
Cartesian coordinates (Å):
C1 0.746 0.242 1.696  -0.0524
C2 -0.615 0.828 1.451  -0.5850
N1 -1.545 0.243 2.325  0.1405
O1 -0.876 1.643 0.637  0.0747
H1 1.619 0.490 0.919  0.1142
H2 0.884 -0.875 1.855  0.1028
H3 1.313 0.776 2.421  0.0559
H4 -2.359 0.758 2.574  0.0860
H5 -1.280 -0.289 3.101  0.0649
C3 0.195 0.656 -2.212  -0.0007
C4 0.738 -0.634 -1.491  -0.4131
N2 -0.047 -1.813 -1.781  0.1336
O2 1.751 -0.766 -0.720  -0.0505
H6 0.927 1.291 -2.182  -0.0008
H7 -0.704 1.187 -1.754  0.1003
H8 0.024 0.512 -3.297  0.0882
H9 0.020 -2.533 -1.115  0.0724
H10 -0.789 -1.714 -2.426  0.0691



2.
Here is a 2-piece molecular cluster, C4H10N2O2 overall from the Open Molecules 2025 dataset. Energies are from ωB97M-V/def2-TZVPD.

Computed properties:
HOMO-LUMO gap, eV: 9.29
2S+1: 1
Relative energy (zero: lowest compared OMol25 entry of this formula, charge and spin), kcal per mole: 89.68
HOMO energy, eV: -8.61
E, a.u.: -418.3181
Structure (SMILES): C[C@H]1NC1(O)O.C=N

Each line ends with the Löwdin charge.
Cartesian coordinates (Å):
C1 1.535 2.049 -0.642  -0.0518
C2 1.411 0.601 -0.237  -0.3366
N1 0.441 0.332 0.841  0.0647
C3 0.311 -0.218 -0.751  -0.5663
O1 -0.697 0.399 -1.436  0.0639
O2 0.395 -1.540 -0.896  0.0046
H1 2.021 2.135 -1.614  0.0791
H2 0.550 2.507 -0.704  0.0746
H3 2.120 2.586 0.104  0.0751
H4 2.360 0.071 -0.178  0.1433
H5 0.791 -0.430 1.417  0.0671
H6 -1.438 -0.222 -1.496  0.1064
H7 -0.478 -1.959 -0.401  0.0883
C4 -1.897 -0.857 1.238  -0.0666
N2 -1.693 -1.932 0.579  0.0180
H8 -2.065 0.068 0.705  0.0687
H9 -2.022 -0.816 2.319  0.0876
H10 -1.645 -2.774 1.154  0.0800



3.
Here is a 2-piece molecular cluster, C4H10N2O2 overall from the Open Molecules 2025 dataset. Energies are from ωB97M-V/def2-TZVPD.

Computed properties:
HOMO-LUMO gap, eV: 9.90
2S+1: 1
Relative energy (zero: lowest compared OMol25 entry of this formula, charge and spin), kcal per mole: 7.95
HOMO energy, eV: -9.36
E, a.u.: -418.4483
Structure (SMILES): CC(N)=O.CC(N)=O

Each line ends with the Löwdin charge.
Cartesian coordinates (Å):
C1 2.743 -0.814 -0.912  -0.0094
C2 1.773 -1.955 -1.018  -0.6133
N1 0.457 -1.686 -0.845  0.1596
O1 2.154 -3.090 -1.240  0.0234
H1 2.242 0.144 -0.757  0.0684
H2 3.391 -0.796 -1.781  0.0810
H3 3.355 -0.978 -0.017  0.0902
H4 -0.135 -2.504 -0.938  0.1101
H5 0.019 -0.825 -0.567  0.0662
C3 -1.721 2.025 -0.003  -0.0061
C4 -1.273 1.102 1.095  -0.6004
N2 -2.248 0.716 1.960  0.1559
O2 -0.125 0.718 1.235  0.0218
H6 -1.396 3.043 0.210  0.0908
H7 -2.797 1.995 -0.099  0.0691
H8 -1.275 1.751 -0.961  0.0857
H9 -1.950 0.176 2.754  0.1093
H10 -3.214 0.977 1.883  0.0977



4.
Here is a 2-piece molecular cluster, C4H10N2O2 overall from the Open Molecules 2025 dataset. Energies are from ωB97M-V/def2-TZVPD.

Computed properties:
HOMO-LUMO gap, eV: 9.60
2S+1: 1
Relative energy (zero: lowest compared OMol25 entry of this formula, charge and spin), kcal per mole: 43.66
HOMO energy, eV: -8.84
E, a.u.: -418.3914
Structure (SMILES): CC(=O)O.N/C=C/N

Each line ends with the Löwdin charge.
Cartesian coordinates (Å):
C1 1.784 0.711 0.308  0.0046
C2 2.517 0.298 1.545  -0.5765
O1 3.526 0.792 1.970  0.0948
O2 1.916 -0.749 2.157  0.0867
H1 1.980 -0.031 -0.469  0.0909
H2 2.159 1.662 -0.062  0.0904
H3 0.715 0.780 0.486  0.0594
H4 2.415 -0.912 2.971  0.1218
N1 -2.119 0.608 0.722  0.0138
C3 -2.142 0.201 -0.636  -0.2124
C4 -1.219 -0.575 -1.178  -0.2379
N2 -1.292 -1.005 -2.539  -0.0016
H5 -2.395 -0.141 1.344  0.0784
H6 -2.728 1.393 0.898  0.0673
H7 -2.996 0.492 -1.246  0.1069
H8 -0.372 -0.894 -0.575  0.0864
H9 -1.207 -2.012 -2.597  0.0635
H10 -0.542 -0.618 -3.099  0.0636



5.
Here is C4H10N2O2 in the gas phase from the Open Molecules 2025 dataset. Energies are from ωB97M-V/def2-TZVPD.

Computed properties:
HOMO-LUMO gap, eV: 9.57
2S+1: 1
Relative energy (zero: lowest compared OMol25 entry of this formula, charge and spin), kcal per mole: 52.24
HOMO energy, eV: -8.81
E, a.u.: -418.3777
Structure (SMILES): NCNC(=O)CCO

Each line ends with the Löwdin charge.
Cartesian coordinates (Å):
N1 0.211 -1.864 1.493  0.0089
C1 -0.830 -2.077 0.476  -0.2560
N2 -0.788 -1.013 -0.519  0.0477
C2 -0.861 0.341 -0.121  -0.5100
O1 -1.460 0.573 0.908  0.0700
C3 -0.337 1.273 -1.135  -0.0896
C4 1.029 1.897 -0.736  -0.2100
O2 1.409 1.357 0.532  -0.1011
H1 1.076 -2.208 1.111  0.0557
H2 0.340 -1.086 2.111  0.0569
H3 -0.587 -3.109 0.218  0.1117
H4 -1.857 -2.158 0.886  0.1176
H5 -0.036 -1.150 -1.185  0.1160
H6 -0.148 0.734 -2.080  0.1164
H7 -1.094 2.058 -1.287  0.1291
H8 0.989 3.015 -0.648  0.1267
H9 1.892 1.587 -1.321  0.1129
H10 1.053 1.831 1.298  0.0973



6.
Here is C4H10N2O2 as an isolated structure from the Open Molecules 2025 dataset. Energies are from ωB97M-V/def2-TZVPD.

Computed properties:
HOMO-LUMO gap, eV: 9.51
2S+1: 1
Relative energy (zero: lowest compared OMol25 entry of this formula, charge and spin), kcal per mole: 67.22
HOMO energy, eV: -8.95
E, a.u.: -418.3538

Each line ends with the Löwdin charge.
Cartesian coordinates (Å):
C1 -2.159 -0.938 -0.625  -0.0495
C2 0.864 -0.961 1.500  0.0095
C3 0.048 -0.778 0.257  -0.4934
O1 -1.252 -1.053 0.464  -0.0579
N1 0.655 -0.788 -0.898  0.1127
H1 0.050 -0.867 -1.710  0.0796
H2 -2.090 0.051 -1.088  0.1025
H3 -3.149 -1.068 -0.197  0.0977
H4 -1.985 -1.722 -1.367  0.0955
H5 1.927 -0.906 1.274  0.0941
H6 0.623 -1.919 1.958  0.0958
H7 0.630 -0.157 2.199  0.0932
N2 1.472 1.701 -0.784  0.0558
C4 0.575 2.153 0.074  -0.5234
O2 0.369 3.225 0.591  -0.0125
H8 2.239 2.329 -0.962  0.0822
H9 1.269 0.464 -1.056  0.1099
H10 -0.085 1.232 0.368  0.1080



7.
Here is C4H10N2O2 as an isolated structure from the Open Molecules 2025 dataset. Energies are from ωB97M-V/def2-TZVPD.

Computed properties:
HOMO-LUMO gap, eV: 5.21
2S+1: 1
Relative energy (zero: lowest compared OMol25 entry of this formula, charge and spin), kcal per mole: 193.85
HOMO energy, eV: -8.88
E, a.u.: -418.1520

Each line ends with the Löwdin charge.
Cartesian coordinates (Å):
C1 0.115 -1.602 -0.947  -0.2208
O1 -1.199 -2.194 -0.940  -0.2174
C2 0.377 -0.785 0.433  -0.3501
C3 0.180 0.701 0.466  0.1495
C4 1.359 1.497 0.512  -0.4581
N1 1.165 2.935 0.700  0.1302
O2 2.541 1.068 0.399  0.0547
N2 -0.469 -1.390 1.410  0.0447
H1 0.735 -2.432 -1.025  0.0839
H2 0.214 -0.847 -1.817  0.1288
H3 -0.064 -2.050 2.106  0.1096
H4 1.419 -0.711 0.726  0.1349
H5 -0.767 1.216 0.754  0.1440
H6 -3.060 -0.118 -1.830  -0.0005
H7 0.276 3.118 0.152  0.1148
H8 1.977 3.183 0.197  0.0705
H9 -1.181 -1.914 0.856  0.0651
H10 -3.617 0.327 -2.151  0.0160



8.
Here is a 2-piece molecular cluster, C4H10N2O2 overall from the Open Molecules 2025 dataset. Energies are from ωB97M-V/def2-TZVPD.

Computed properties:
HOMO-LUMO gap, eV: 9.21
2S+1: 1
Relative energy (zero: lowest compared OMol25 entry of this formula, charge and spin), kcal per mole: 127.16
HOMO energy, eV: -8.65
E, a.u.: -418.2583
Structure (SMILES): [H]/N=C(\C)C(C)=O.NO

Each line ends with the Löwdin charge.
Cartesian coordinates (Å):
H1 0.884 0.769 2.153  0.0709
N1 0.221 0.434 1.458  0.0950
C1 0.675 0.255 0.303  -0.3804
C2 2.023 0.542 -0.264  -0.0423
C3 -0.047 -1.185 -0.577  -0.3455
C4 -1.019 -2.029 0.209  -0.0251
O1 0.509 -1.582 -1.574  0.0737
H2 1.995 0.421 -1.346  0.0776
H3 2.747 -0.174 0.128  0.0935
H4 2.326 1.559 -0.017  0.0876
H5 -0.515 -2.911 0.605  0.0924
H6 -1.443 -1.458 1.033  0.0624
H7 -1.841 -2.330 -0.441  0.0873
N2 -1.799 1.715 -0.163  0.0022
O2 -0.615 1.436 -0.917  -0.1905
H8 -1.596 1.367 0.782  0.0444
H9 -1.835 2.731 -0.117  0.0785
H10 -0.672 0.439 -1.255  0.1181